Record 1
Here is a structure of composition C28H25N5OS3Tc from OMol25. Energies are from the ωB97M-V functional and the def2-TZVPD basis.

Last column: Löwdin charge in e.
Atoms and positions in Å:
Tc: -0.4522 1.0498 -0.1351  0.987
C: -2.4175 2.7903 -3.6114  -0.015
C: -1.8810 1.9183 -2.5319  -0.264
N: -1.4655 2.3480 -1.3977  -0.124
N: -1.6244 3.6989 -1.1813  0.003
C: -1.0736 4.0782 -0.0564  -0.812
N: -1.1726 5.3796 0.2524  0.088
S: -0.2178 3.0536 1.0755  0.640
C: -1.8092 0.4664 -2.7019  -0.222
C: -2.3310 -0.1502 -3.8218  0.002
C: -2.3491 -1.5316 -3.8978  -0.038
C: -1.8248 -2.2488 -2.8460  -0.028
C: -1.2904 -1.5644 -1.7688  -0.066
N: -1.2724 -0.2270 -1.6819  -0.007
H: -2.3177 3.8269 -3.3283  0.064
H: -3.4735 2.5762 -3.8049  0.098
H: -1.8631 2.6073 -4.5347  0.095
H: -1.6975 5.9940 -0.3461  0.106
H: -0.8511 5.7006 1.1476  0.089
H: -2.7240 0.4623 -4.6233  0.113
H: -2.7751 -2.0346 -4.7574  0.117
H: -1.8244 -3.3326 -2.8402  0.118
H: -0.8655 -2.1060 -0.9475  0.089
C: -1.0537 -4.3725 2.3642  -0.082
C: -0.0180 -3.7552 1.6217  -0.079
C: -0.1281 -2.4530 1.2330  -0.117
C: -1.2832 -1.6701 1.5305  -0.197
C: -1.4593 -0.3052 1.1333  -0.271
C: -2.5510 0.3840 1.5743  -0.157
C: -3.5380 -0.2258 2.3827  -0.079
C: -3.4204 -1.5328 2.7394  -0.042
C: -2.2913 -2.2839 2.3252  -0.159
C: -2.1501 -3.6448 2.7159  -0.036
H: -0.9626 -5.4089 2.6660  0.101
H: 0.8788 -4.3156 1.3791  0.104
H: 0.6960 -1.9872 0.7099  0.057
H: -2.6816 1.4329 1.3157  0.077
H: -4.3837 0.3648 2.7168  0.106
H: -4.1693 -2.0123 3.3626  0.111
H: -2.9340 -4.0879 3.3232  0.111
C: 1.1859 1.2939 -1.5778  -0.203
C: 2.5575 0.8552 -1.1929  -0.370
C: 2.9510 -0.4727 -1.3599  -0.067
C: 4.1699 -0.9274 -0.8911  -0.033
C: 5.0391 -0.0469 -0.2548  -0.242
C: 4.6871 1.2925 -0.1303  -0.027
C: 3.4612 1.7328 -0.6001  -0.068
C: 6.2869 -0.5331 0.2963  -0.186
N: 7.2712 -0.9274 0.7443  0.145
H: 0.8560 0.7631 -2.4732  0.055
H: 1.1325 2.3718 -1.7407  0.055
H: 2.2703 -1.1664 -1.8468  0.112
H: 4.4547 -1.9663 -1.0075  0.118
H: 5.3691 1.9810 0.3514  0.121
H: 3.1815 2.7735 -0.4793  0.118
C: 2.8376 -1.2233 3.2954  -0.099
O: 1.8595 -0.3636 3.9151  -0.231
C: 0.9989 0.3894 3.1972  -1.210
S: -0.1327 1.2353 4.0361  0.626
S: 1.3307 0.3852 1.4790  0.683
H: 3.1502 -1.9098 4.0752  0.092
H: 3.6927 -0.6433 2.9487  0.083
H: 2.4123 -1.7754 2.4612  0.047

Results
**Molecular weight**: 641.74 g/mol
**Lowest unoccupied orbital energy (spin up / spin down)**: -0.053 / -0.054 hartree
**E_HOMO (spin up / spin down)**: -7.3 / -7.2 eV
**Kohn-Sham gap (spin up / spin down)**: 5.87 / 5.78 eV
**Energy above the lowest of the compared OMol25 structures with the same formula, charge and spin**: 59.3 kJ/mol
**2S+1**: 2
**Expectation value of S²**: 0.772

---

Record 2
Here is the ion C32H23N2O5 with charge -1 from OMol25. Energies are from the ωB97M-V functional and the def2-TZVPD basis.

Last column: Löwdin charge in e.
Atoms and positions in Å:
O: -5.6050 2.3324 -2.4384  0.070
N: -6.0033 1.1475 -2.4218  -0.305
O: -7.2450 0.8900 -2.5554  0.017
C: -5.1348 0.0436 -2.2499  -0.155
C: -5.6587 -1.2216 -2.4855  -0.009
C: -4.8426 -2.3333 -2.3613  -0.060
C: -3.4854 -2.2288 -2.0549  -0.009
C: -2.9161 -0.9635 -1.8811  -0.137
C: -1.4748 -0.7651 -1.4894  -0.091
C: -0.9103 -1.0700 0.1752  -0.106
C: -1.8413 -0.8277 1.3213  -0.186
C: -2.2320 0.5072 1.4497  -0.065
C: -3.2087 0.9041 2.3535  -0.070
C: -3.7136 -0.0430 3.2493  -0.102
C: -3.2410 -1.3705 3.2430  -0.094
C: -2.2757 -1.7489 2.3048  -0.024
C: 0.5424 -0.6818 0.4031  -0.198
C: 1.6311 -1.3831 -0.1855  -0.009
C: 2.9313 -0.9031 -0.1803  -0.103
C: 3.9766 -1.4807 -1.0415  -0.153
C: 3.6350 -2.1505 -2.2522  -0.045
C: 4.5952 -2.8344 -3.0026  -0.108
C: 5.9377 -2.7832 -2.5827  -0.123
C: 6.3041 -2.0912 -1.4192  -0.095
C: 5.3289 -1.4359 -0.6940  -0.036
C: 3.2541 0.2387 0.6901  -0.311
O: 4.4239 0.4835 1.0544  -0.056
C: 2.1284 1.0074 1.2473  -0.091
C: 2.3281 2.3494 1.8225  -0.147
C: 1.2691 3.3009 1.8532  -0.036
C: 1.4226 4.5314 2.4853  -0.107
C: 2.6658 4.8508 3.0460  -0.124
C: 3.7312 3.9441 3.0114  -0.096
C: 3.5532 2.7266 2.3834  -0.035
C: 0.8709 0.4278 1.2008  -0.004
N: -0.9107 0.5508 -1.8307  -0.305
O: 0.1405 0.6849 -2.5298  0.075
O: -1.4542 1.5264 -1.2602  -0.002
C: -3.7542 0.1902 -1.9458  0.097
H: -6.6987 -1.2856 -2.7991  0.119
H: -5.2632 -3.3082 -2.5476  0.103
H: -2.8425 -3.0852 -1.9308  0.116
H: -0.8691 -1.5502 -1.9886  0.146
H: -0.9902 -2.0997 -0.1900  0.112
H: -1.9283 1.2196 0.6843  0.093
H: -3.5674 1.9379 2.3684  0.107
H: -4.4662 0.2469 3.9908  0.095
H: -3.6035 -2.0944 3.9825  0.098
H: -1.9658 -2.7892 2.2262  0.108
H: 1.4262 -2.2792 -0.7985  0.111
H: 2.5993 -2.1152 -2.5911  0.096
H: 4.2995 -3.3560 -3.9196  0.091
H: 6.6799 -3.3331 -3.1635  0.084
H: 7.3448 -2.0342 -1.1256  0.092
H: 5.6157 -0.8780 0.1848  0.092
H: 0.3322 3.0578 1.3516  0.100
H: 0.5936 5.2356 2.5153  0.091
H: 2.7851 5.8047 3.5510  0.083
H: 4.6919 4.1941 3.4425  0.091
H: 4.3790 2.0298 2.3199  0.092
H: 0.0411 0.9612 1.6816  0.096
H: -3.3562 1.1993 -1.6774  0.124

Results
**Molecular weight**: 515.54 g/mol
**Lowest unoccupied orbital energy**: 0.026 hartree
**Total charge**: -1
**E_HOMO**: -3.6 eV
**Kohn-Sham gap**: 4.34 eV
**Energy above the lowest of the compared OMol25 structures with the same formula, charge and spin**: 0.0 kJ/mol
**2S+1**: 1

---

Record 3
Here is a structure of composition C34H48BrN8O2Pt from OMol25. Energies are from the ωB97M-V functional and the def2-TZVPD basis.

Last column: Löwdin charge in e.
Atoms and positions in Å:
Pt: -0.5518 -0.3294 -0.5392  0.895
C: 1.0004 -2.8236 3.6418  -0.078
N: 0.5533 -1.4548 3.4688  -0.132
C: -0.8707 -1.2773 3.6940  -0.046
C: 1.2356 -0.5353 2.7168  -0.385
N: 0.5954 0.4104 2.1315  0.133
C: 1.1096 1.6815 1.9265  -0.238
C: 2.0072 2.2885 2.8199  -0.042
C: 2.4261 3.6023 2.6820  -0.117
C: 1.9516 4.3598 1.6224  -0.115
C: 1.0230 3.7961 0.7603  -0.040
C: 0.5632 2.4830 0.9051  -0.242
N: -0.4123 2.0372 -0.0146  0.060
C: -1.5398 2.6851 -0.0392  -0.406
N: -2.0762 3.3628 1.0367  -0.148
C: -1.8433 2.9173 2.3972  -0.043
C: -2.5355 4.7260 0.9093  -0.072
N: -2.2659 2.7835 -1.1940  -0.126
C: -3.7217 2.7827 -1.1576  -0.053
C: -1.6768 2.2632 -2.4220  -0.070
N: 2.6080 -0.7628 2.6101  -0.167
C: 3.3010 -0.3529 1.4071  -0.058
C: 3.4332 -0.9496 3.7789  -0.085
H: 0.3014 -3.5096 3.1532  0.081
H: 1.0358 -3.0779 4.7062  0.085
H: 1.9822 -2.9702 3.2041  0.068
H: -1.1249 -1.6399 4.6935  0.082
H: -1.4509 -1.8352 2.9525  0.092
H: -1.1400 -0.2319 3.5925  0.075
H: 2.3348 1.7274 3.6862  0.103
H: 3.1039 4.0352 3.4087  0.090
H: 2.2840 5.3799 1.4693  0.089
H: 0.6148 4.3833 -0.0548  0.113
H: -1.5391 1.8737 2.3840  0.067
H: -2.7864 2.9813 2.9468  0.092
H: -1.0851 3.5289 2.9021  0.091
H: -2.5938 5.0100 -0.1395  0.083
H: -1.8417 5.4050 1.4223  0.084
H: -3.5245 4.8477 1.3655  0.085
H: -4.1210 3.6255 -1.7293  0.085
H: -4.0706 2.8450 -0.1301  0.086
H: -4.1091 1.8574 -1.5905  0.076
H: -0.7341 2.7716 -2.6252  0.082
H: -1.4749 1.1921 -2.3381  0.021
H: -2.3730 2.4440 -3.2405  0.085
H: 2.5824 -0.2375 0.5967  0.072
H: 4.0189 -1.1308 1.1296  0.088
H: 3.8389 0.5934 1.5330  0.085
H: 2.8111 -1.0500 4.6661  0.086
H: 4.1004 -0.0895 3.9232  0.082
H: 4.0608 -1.8435 3.6861  0.083
Br: -3.4107 -1.2080 -4.3349  0.687
C: -4.2023 -1.3412 -2.5995  -0.742
C: -5.3872 -2.0488 -2.4924  -0.129
C: -5.9969 -2.0660 -1.2474  -0.064
C: -5.3977 -1.3733 -0.2091  -0.010
C: -4.1830 -0.7360 -0.4264  -0.187
N: -3.5863 -0.7259 -1.6213  0.092
C: -3.5030 -0.0527 0.7615  -0.625
O: -4.2694 0.3658 1.6388  -0.005
O: -2.2353 -0.0220 0.8211  -0.205
H: -5.8144 -2.5444 -3.3517  0.089
H: -6.9257 -2.6020 -1.0981  0.103
H: -5.8351 -1.3172 0.7776  0.113
C: 1.1737 0.6598 -4.1050  -0.070
C: 2.4536 0.4574 -3.2867  -0.375
C: 2.4505 1.3355 -2.0291  -0.077
C: 2.6619 -1.0189 -2.9944  -0.146
C: 3.7118 -1.6527 -3.6362  -0.073
C: 3.9741 -3.0075 -3.4757  -0.112
C: 3.1564 -3.7399 -2.6228  -0.073
C: 2.0827 -3.1723 -1.9596  -0.148
C: 1.3128 -4.0574 -0.9939  -0.378
C: -0.1738 -4.2129 -1.3321  -0.079
C: 1.5048 -3.5664 0.4476  -0.083
C: 1.7770 -1.7726 -2.1379  -0.297
N: 0.7181 -1.2227 -1.5546  -0.166
H: 1.0739 1.6982 -4.4371  0.072
H: 0.3123 0.4002 -3.4913  0.040
H: 1.1762 0.0092 -4.9832  0.078
H: 3.3029 0.7712 -3.9023  0.115
H: 1.6263 1.0690 -1.3719  0.015
H: 2.3429 2.3885 -2.3109  0.075
H: 3.3890 1.2235 -1.4795  0.075
H: 4.3559 -1.0666 -4.2857  0.099
H: 4.7900 -3.4823 -4.0072  0.085
H: 3.3567 -4.7973 -2.4742  0.099
H: 1.7632 -5.0528 -1.0666  0.114
H: -0.6865 -3.2576 -1.2538  0.027
H: -0.6449 -4.9219 -0.6429  0.070
H: -0.2963 -4.5892 -2.3509  0.075
H: 0.9245 -2.6548 0.6092  0.044
H: 2.5591 -3.3443 0.6337  0.078
H: 1.1843 -4.3303 1.1615  0.066

Results
**Molecular weight**: 875.79 g/mol
**Lowest unoccupied orbital energy (spin up / spin down)**: 0.093 / 0.093 hartree
**Total charge**: -1
**E_HOMO (spin up / spin down)**: -3.2 / -3.8 eV
**Kohn-Sham gap (spin up / spin down)**: 5.78 / 6.38 eV
**Energy above the lowest of the compared OMol25 structures with the same formula, charge and spin**: 28.1 kJ/mol
**2S+1**: 3
**Expectation value of S²**: 2.048

---

Number 1: strongest force on any atom 2.51 eV Å⁻¹. Number 2: strongest force on any atom 4.71 eV Å⁻¹. Number 3: strongest force on any atom 0.97 eV Å⁻¹.